[1]
Below is a cluster of 2 separate species, C4H5N3O3P in total in a non-equilibrium geometry, with properties calculated with the ωB97M-V functional and the def2-TZVPD basis.

Summary:
HOMO level (alpha / beta)   -6.45 / -5.56 eV
2S+1   1
Charge   -1

Positions of all 16 atoms, in Å:
C: 4.469539 -0.699436 0.036819
H: 0.953029 -1.770421 0.794110
N: -2.211302 -2.022343 -1.102177
H: 1.361971 -2.138940 -1.154649
P: 1.966573 0.139058 -0.405663
O: 3.545694 -0.358485 -0.768452
C: 1.210062 -1.555579 -0.228651
N: 5.273135 -0.967064 0.820685
C: -0.945968 1.069968 0.096082
H: -1.623952 1.350705 -0.809009
H: -1.180324 1.759263 1.062470
O: 1.458362 0.845242 -1.614324
H: 0.067075 1.367634 -0.035272
N: -1.153711 -0.312247 0.251497
C: -1.634151 -1.163410 -0.496078
O: 1.937842 0.845339 0.868779

Force components x, y, z for each atom (eV/Å):
-0.7 0.4 0.6
-0.2 -0.9 -0.2
0.8 1.0 0.7
-0.7 -0.3 1.1
-1.7 -1.0 -1.0
1.0 -0.2 -0.8
1.5 2.4 -1.0
0.4 -0.2 -0.1
-3.3 2.4 -0.2
1.4 0.4 1.5
-0.1 -2.1 -1.9
0.7 -0.8 -0.2
0.7 -0.1 -0.6
1.8 0.7 2.7
-2.2 -2.2 -2.3
0.5 0.4 1.7

=====

[2]
Below is a cluster of 2 separate species, C4H5N3S in total in a non-equilibrium geometry, with properties calculated with the ωB97M-V functional and the def2-TZVPD basis.

Summary:
HOMO level   -8.55 eV
2S+1   1

Positions of all 13 atoms, in Å:
C: 0.472539 -1.426546 -0.727349
H: -1.679191 2.075726 -1.584785
N: -0.664735 1.706512 0.097292
S: -0.850472 -1.216734 -1.675072
C: 0.540048 0.354845 1.741307
H: 0.084994 -3.152900 0.143791
H: -0.919523 3.670010 -0.717310
H: 1.056626 -0.608942 -0.855061
N: 1.116629 -0.288696 2.514588
C: -1.073246 2.528756 -0.748972
C: -0.404635 1.140623 1.161023
N: 0.663598 -2.347451 0.288311
H: 1.657367 -2.435204 0.362237

Force components x, y, z for each atom (eV/Å):
-3.6 -1.8 0.6
0.7 0.8 0.8
1.1 -0.3 2.7
-0.1 -0.8 0.1
0.5 -0.4 1.0
0.1 -0.6 0.2
0.0 -2.1 0.2
3.0 1.8 0.3
0.4 0.0 -0.4
-1.2 1.2 -2.3
-1.6 1.1 -1.8
0.2 1.9 -2.5
0.4 -0.8 0.9

=====

[3]
Below is a structure of composition C4H5N3S in a non-equilibrium geometry, with properties calculated with the ωB97M-V functional and the def2-TZVPD basis.

Summary:
HOMO level   -9.53 eV
2S+1   1

Positions of all 13 atoms, in Å:
S: 1.522861 -2.559043 1.579140
C: -1.288205 0.613254 -1.094365
H: -2.168187 0.457518 -0.315301
C: 0.725908 1.718249 -0.016125
H: -1.122210 -0.334135 -1.593422
H: 0.429998 2.786372 -0.158978
C: -0.033106 0.648506 -0.325532
C: 0.415803 -0.713789 0.499483
N: 1.547421 -0.996585 1.066487
H: -1.336394 1.555639 -1.576464
N: -0.457953 -1.834792 0.456027
N: 0.063998 -2.852154 1.016872
H: 1.700067 1.510960 0.462177

Force components x, y, z for each atom (eV/Å):
0.9 1.6 -0.1
-0.9 -1.6 3.4
1.5 0.3 -1.8
0.1 -0.3 0.1
-1.0 0.2 -1.2
0.3 -1.2 -0.5
2.3 -0.7 3.7
-1.2 -0.2 -2.3
0.9 0.6 0.5
-0.5 0.4 -1.1
0.0 1.2 -0.3
-1.6 -0.7 -0.3
-0.8 0.4 0.0